Here is C6H2KO4 as an isolated structure from the OMol25 dataset. Energies are from wB97M-V/def2-TZVPD.

Element x y z (Å)
1 K -1.397 2.239 1.542
2 O 2.421 1.123 0.065
3 O -2.223 -1.228 -1.014
4 O 0.186 2.335 0.862
5 O 0.244 -2.842 -0.328
6 C 1.403 0.468 -0.028
7 C 0.162 -1.584 -0.349
8 C -1.218 0.478 0.017
9 C 0.002 1.178 0.409
10 C -1.150 -0.794 -0.479
11 C 1.364 -0.960 -0.207
12 H -2.105 1.056 -0.196
13 H 2.312 -1.470 -0.293

Properties
E_HOMO	-3.2	eV
gap between HOMO and LUMO	0.1799	Eh
largest force on an atom	18.88	eV Å⁻¹
E_LUMO	1.69	eV
total charge	-1